Record 1
Molecular formula: C47H84BrCl3F4MgN4O10
Method: DFT, ωB97M-V with the def2-TZVPD basis set

The geometry in ORCA input format:
```
! wB97M-V def2-TZVPD RIJCOSX def2/J DEFGRID3
* xyz 0 1
C 1.210 4.427 0.985
C 2.479 4.453 0.175
C 2.798 3.377 -0.918
C 2.515 1.958 -0.441
C 3.505 0.969 -1.121
C 4.773 0.893 -0.258
C 4.868 -0.262 0.752
C 3.548 -0.887 1.247
C 3.317 -2.274 0.607
C 1.952 -2.847 1.036
C 0.979 -2.881 -0.147
C -0.253 -3.765 0.117
C -1.458 -2.982 0.623
C -1.921 -1.937 -0.404
C -3.312 -2.186 -0.975
N -4.312 -1.074 -0.610
C -4.971 -1.328 0.696
C -4.044 -1.234 1.910
C -4.807 -0.805 3.168
C -4.911 0.741 3.306
C -6.344 1.309 3.180
N -6.591 2.101 1.951
N -5.344 -1.068 -1.633
C -5.952 0.259 -1.796
C -7.341 0.024 -2.387
C -8.467 0.361 -1.394
H 0.821 5.433 1.148
H 0.230 3.873 0.495
H 1.344 3.963 1.957
H 2.576 5.444 -0.265
H 3.264 4.292 0.919
H 3.859 3.520 -1.115
H 2.209 3.617 -1.801
H 1.496 1.641 -0.612
H 2.718 1.904 0.630
H 3.069 0.006 -1.373
H 3.786 1.430 -2.071
H 4.898 1.868 0.215
H 5.634 0.788 -0.924
H 5.382 0.154 1.621
H 5.484 -1.087 0.400
H 3.634 -1.073 2.318
H 2.669 -0.253 1.131
H 3.347 -2.191 -0.477
H 4.122 -2.893 0.999
H 2.073 -3.858 1.429
H 1.540 -2.245 1.840
H 0.720 -1.864 -0.443
H 1.535 -3.315 -0.982
H -0.558 -4.249 -0.812
H 0.015 -4.533 0.844
H -1.217 -2.497 1.574
H -2.262 -3.686 0.839
H -1.939 -0.964 0.132
H -1.208 -1.847 -1.214
H -3.745 -3.131 -0.666
H -3.280 -2.170 -2.056
H -3.828 -0.177 -0.589
H -5.784 -0.616 0.843
H -5.433 -2.312 0.681
H -3.202 -0.563 1.753
H -3.642 -2.231 2.088
H -5.808 -1.237 3.126
H -4.318 -1.181 4.063
H -4.565 0.998 4.306
H -4.237 1.212 2.591
H -6.497 1.987 4.014
H -7.077 0.508 3.182
H -6.791 1.460 1.191
H -5.757 2.625 1.708
H -6.037 -1.762 -1.353
H -5.339 0.823 -2.500
H -6.022 0.821 -0.860
H -7.494 0.550 -3.325
H -7.432 -1.037 -2.607
H -8.108 0.958 -0.557
H -9.207 0.961 -1.923
H -8.995 -0.541 -1.002
Br -8.807 -2.764 -1.171
C 1.857 -0.840 4.599
O 1.570 0.367 4.589
O 3.093 -1.129 5.259
O 1.259 -1.824 4.146
H 3.336 -0.225 5.502
C -0.947 -4.250 8.540
N -0.330 -4.844 7.302
C -1.416 -5.285 6.370
C 0.483 -6.030 7.685
C 0.498 -3.816 6.547
C 1.703 -3.254 7.252
O 1.307 -2.579 8.446
H -1.742 -4.922 8.908
H -0.182 -4.161 9.300
H -1.372 -3.282 8.292
H -2.034 -6.049 6.865
H -0.949 -5.709 5.481
H -2.022 -4.418 6.103
H 1.241 -5.722 8.398
H 0.945 -6.438 6.789
H -0.175 -6.767 8.143
H -0.188 -3.008 6.295
H 0.826 -4.298 5.627
H 2.169 -2.546 6.558
H 2.436 -4.035 7.487
H 2.103 -2.258 8.884
C 4.056 4.658 -5.289
C 4.443 5.676 -6.053
C 3.465 6.668 -6.567
O 3.816 7.595 -7.266
C 2.039 6.482 -6.195
C 1.652 5.465 -5.430
C 2.631 4.473 -4.916
O 2.280 3.546 -4.216
H 4.751 3.923 -4.904
H 5.476 5.830 -6.336
H 1.343 7.216 -6.580
H 0.619 5.309 -5.148
F -2.759 -4.379 -1.862
Mg -3.560 -5.450 7.732
C 5.401 7.567 -10.926
C 5.615 6.548 -12.023
O 6.703 5.659 -11.698
C 6.409 4.645 -10.895
O 5.340 4.390 -10.411
C 7.664 3.773 -10.687
F 8.750 4.527 -10.464
F 7.888 3.027 -11.781
F 7.499 2.956 -9.647
H 6.324 8.110 -10.722
H 4.630 8.280 -11.213
H 5.095 7.084 -9.998
H 5.903 7.037 -12.951
H 4.710 5.976 -12.221
Cl -10.693 2.273 7.064
C -9.353 3.444 7.134
C -8.246 3.099 6.174
Cl -7.383 1.611 6.647
H -8.992 3.479 8.159
H -9.766 4.417 6.877
H -7.510 3.901 6.159
H -8.623 2.957 5.164
C 5.311 -3.436 -3.780
C 5.026 -4.373 -4.679
C 4.679 -5.758 -4.266
O 4.423 -6.614 -5.085
C 4.662 -6.053 -2.810
C 4.948 -5.115 -1.911
C 5.296 -3.733 -2.325
O 5.554 -2.878 -1.504
H 5.567 -2.421 -4.059
H 5.031 -4.179 -5.744
H 4.405 -7.067 -2.530
H 4.940 -5.309 -0.846
Cl -0.682 2.582 0.452
*
```

## Properties
Gap between HOMO and LUMO, eV: 1.413
E_LUMO, eV: -5.8
Molar mass, u: 1151.767
E_tot, Ha: -7366.27206

Here are the Mulliken charges for atoms 1 to 99, given in e:
1 C -0.799
2 C -0.777
3 C -0.529
4 C -0.748
5 C -0.709
6 C -0.754
7 C -0.953
8 C -0.424
9 C -0.252
10 C -0.530
11 C -0.054
12 C -1.591
13 C -0.870
14 C -0.107
15 C -1.366
16 N 0.313
17 C -0.952
18 C -0.276
19 C -1.269
20 C -0.495
21 C -0.239
22 N -0.630
23 N -0.477
24 C -0.386
25 C -0.525
26 C -0.790
27 H 0.334
28 H 0.124
29 H 0.392
30 H 0.535
31 H 0.317
32 H 0.452
33 H 0.340
34 H 0.459
35 H 0.493
36 H 0.309
37 H 0.390
38 H 0.330
39 H 0.464
40 H 0.387
41 H 0.373
42 H -0.015
43 H 0.526
44 H -0.059
45 H 0.345
46 H 0.480
47 H -0.067
48 H 0.077
49 H 0.298
50 H 0.469
51 H 0.486
52 H 0.489
53 H 0.517
54 H 0.137
55 H 0.768
56 H 0.525
57 H 0.379
58 H 0.507
59 H 0.639
60 H 0.362
61 H 0.368
62 H 0.113
63 H 0.554
64 H 0.363
65 H 0.429
66 H 0.295
67 H -0.075
68 H 0.436
69 H 0.051
70 H 0.301
71 H 0.231
72 H 0.337
73 H 0.236
74 H 0.413
75 H 0.333
76 H 0.226
77 H 0.292
78 H 0.082
79 Br -0.478
80 C 0.847
81 O -0.801
82 O -0.582
83 O -0.705
84 H 0.290
85 C -0.770
86 N 0.422
87 C -0.938
88 C -0.900
89 C -0.456
90 C -0.378
91 O -0.525
92 H 0.281
93 H 0.330
94 H 0.361
95 H 0.105
96 H 0.433
97 H 0.507
98 H 0.392
99 H 0.349



Record 2
Molecular formula: C47H85FN6O8P
Method: DFT, ωB97M-V with the def2-TZVPD basis set

The geometry in ORCA input format:
```
! wB97M-V def2-TZVPD RIJCOSX def2/J DEFGRID3
* xyz 1 3
C -0.954 -2.092 -4.409
C -2.184 -1.365 -3.740
C -1.820 -0.160 -2.789
C -1.473 1.107 -3.637
O -1.715 2.236 -3.284
N -0.850 0.968 -4.975
C -1.846 1.164 -5.999
O -2.869 1.748 -5.891
F -1.589 0.574 -7.223
C -3.227 0.132 -2.061
N -2.920 0.648 -0.667
C -3.566 1.991 -0.477
C -4.266 2.154 0.927
C -3.260 2.437 2.109
O -2.800 1.165 2.607
C -1.484 0.662 -0.712
N -0.700 1.497 -0.095
P 1.088 1.561 -0.171
C 1.478 2.383 -1.828
O 1.768 0.045 -0.289
N -1.016 -0.424 -1.569
C -1.181 -1.797 -1.017
C -0.450 -2.040 0.351
O 0.802 -2.667 0.029
C 1.657 -2.704 1.191
C 3.059 -3.343 0.871
O 4.053 -3.025 1.872
C 5.117 -2.307 1.302
C 4.861 -0.920 0.908
C 5.901 -0.119 0.269
C 7.266 -0.639 -0.001
C 8.376 0.232 -0.742
C 7.854 0.321 -2.258
C 8.327 1.675 -0.123
C 9.755 -0.511 -0.600
C 11.051 0.348 -0.885
C 11.532 1.211 0.371
C 11.010 1.218 -2.198
C 12.234 -0.717 -1.107
C 7.494 -2.025 0.431
C 6.444 -2.840 1.077
H -1.304 -2.518 -5.388
H -0.088 -1.426 -4.649
H -0.572 -2.963 -3.810
H -2.813 -2.128 -3.211
H -2.811 -0.929 -4.574
H -0.206 1.772 -5.043
H -3.715 0.833 -2.780
H -3.795 -0.810 -1.828
H -4.344 2.219 -1.250
H -2.790 2.807 -0.591
H -4.988 1.317 1.147
H -4.912 3.079 0.841
H -2.425 3.138 1.814
H -3.853 2.992 2.894
H -3.207 0.498 2.026
H -1.159 2.199 0.500
H 1.432 1.560 -2.598
H 0.799 3.240 -2.050
H 2.560 2.687 -1.764
H 1.489 -0.433 -1.099
H -0.730 -2.528 -1.744
H -2.250 -2.116 -0.887
H -0.334 -1.122 0.990
H -1.018 -2.797 0.972
H 1.712 -1.703 1.693
H 1.150 -3.408 1.919
H 3.426 -3.116 -0.167
H 2.913 -4.460 0.919
H 3.865 -0.452 1.059
H 5.661 0.919 -0.046
H 8.233 1.309 -2.654
H 8.217 -0.525 -2.889
H 6.733 0.428 -2.259
H 8.810 1.680 0.898
H 8.902 2.442 -0.716
H 7.301 2.092 0.017
H 9.896 -0.960 0.427
H 9.777 -1.383 -1.319
H 11.053 2.230 0.343
H 11.290 0.671 1.328
H 12.633 1.383 0.273
H 10.612 0.600 -3.048
H 10.515 2.213 -2.093
H 12.085 1.436 -2.473
H 11.907 -1.445 -1.897
H 13.138 -0.141 -1.424
H 12.414 -1.229 -0.120
H 8.465 -2.545 0.277
H 6.656 -3.899 1.373
C -2.236 -6.292 0.136
C -2.843 -6.833 -1.173
C -4.346 -7.069 -0.932
C -5.129 -7.414 -2.196
C -4.867 -6.385 -3.291
C -3.370 -6.189 -3.579
N -2.579 -5.935 -2.338
O -2.812 -4.683 -1.953
C -2.825 -7.429 -4.318
C -3.209 -5.053 -4.601
C -2.124 -8.189 -1.398
H -1.168 -6.090 0.024
H -2.726 -5.379 0.480
H -2.355 -7.021 0.941
H -4.792 -6.170 -0.490
H -4.483 -7.867 -0.197
H -4.873 -8.419 -2.545
H -6.197 -7.437 -1.967
H -5.386 -6.690 -4.204
H -5.318 -5.433 -2.990
H -1.746 -7.352 -4.472
H -3.287 -7.524 -5.304
H -3.029 -8.369 -3.809
H -3.666 -4.120 -4.265
H -3.690 -5.306 -5.548
H -2.154 -4.863 -4.809
H -2.777 -8.950 -1.826
H -1.751 -8.608 -0.461
H -1.251 -8.077 -2.046
C -4.472 7.456 2.892
C -4.807 7.228 4.382
C -5.472 8.512 4.911
C -6.042 8.377 6.319
C -6.958 7.163 6.417
C -6.282 5.865 5.947
N -5.645 6.007 4.604
O -6.610 6.003 3.692
C -5.235 5.425 6.992
C -7.324 4.730 5.975
C -3.425 7.028 5.057
H -4.007 6.571 2.448
H -5.349 7.717 2.298
H -3.774 8.289 2.780
H -6.286 8.807 4.240
H -4.753 9.337 4.895
H -5.236 8.310 7.056
H -6.606 9.279 6.570
H -7.300 7.053 7.450
H -7.856 7.354 5.820
H -4.685 4.544 6.650
H -5.719 5.160 7.935
H -4.512 6.198 7.243
H -8.204 4.953 5.369
H -7.684 4.564 6.993
H -6.894 3.791 5.620
H -3.373 7.466 6.055
H -2.623 7.497 4.483
H -3.164 5.970 5.130
*
```

## Properties
Gap between HOMO and LUMO (alpha / beta), eV: 6.696 / 6.695
E_LUMO (alpha / beta), eV: -3.4 / -3.4
Molar mass, u: 912.203
E_tot, Ha: -3213.03514
<S²>: 2.01

Here are the Mulliken charges for atoms 1 to 99, given in e:
1 C -1.395
2 C -1.341
3 C 1.549
4 C -0.390
5 O -0.512
6 N -0.072
7 C 0.463
8 O -0.382
9 F -0.250
10 C -1.572
11 N 0.580
12 C -0.586
13 C -1.141
14 C -0.245
15 O -0.510
16 C -1.494
17 N 0.642
18 P -0.344
19 C -0.779
20 O -0.061
21 N 1.596
22 C -0.149
23 C -0.743
24 O -0.296
25 C -0.301
26 C -0.619
27 O -0.463
28 C 0.200
29 C -0.379
30 C -0.232
31 C -0.009
32 C 2.368
33 C -1.310
34 C -1.396
35 C -1.915
36 C 1.740
37 C -1.498
38 C -1.493
39 C -1.591
40 C -0.335
41 C -1.023
42 H 0.371
43 H 0.318
44 H 0.319
45 H 0.326
46 H 0.729
47 H 0.509
48 H 0.635
49 H 0.258
50 H 0.430
51 H 0.497
52 H 0.311
53 H 0.434
54 H 0.329
55 H 0.155
56 H 0.392
57 H 0.291
58 H 0.109
59 H 0.359
60 H 0.424
61 H 0.223
62 H -0.165
63 H 0.235
64 H 0.216
65 H 0.562
66 H 0.210
67 H 0.301
68 H 0.362
69 H 0.341
70 H 0.201
71 H 0.150
72 H 0.307
73 H 0.292
74 H 0.341
75 H 0.342
76 H 0.271
77 H 0.330
78 H 0.547
79 H 0.476
80 H 0.319
81 H 0.285
82 H 0.433
83 H 0.253
84 H 0.256
85 H 0.446
86 H 0.372
87 H 0.461
88 H 0.346
89 H 0.350
90 H 0.335
91 C -2.120
92 C 2.038
93 C -1.279
94 C -0.544
95 C -1.194
96 C 1.772
97 N 0.261
98 O -0.336
99 C -1.822